1.
CBr2Cl3P | ωB97M-V with the def2-TZVPD basis set

Multiplicity = 1
Frontier orbital gap = 8.44 eV
E_HOMO = -0.3522 Ha
Net charge = 0
Energy above the lowest of the compared OMol25 structures with the same formula, charge and spin = 0.028 eV
E_tot = -187976.8588 eV
Molar mass = 309.2 g mol⁻¹

Each line ends with the Löwdin charge.
Positions of all 7 atoms, in Å:
C 2.674 0.758 0.791  -0.99
P -1.067 -0.618 -0.116  -0.34
Cl -1.614 -1.700 -1.736  0.10
Cl 2.554 -0.160 -0.629  0.49
Cl 1.334 0.454 1.713  0.50
Br -0.905 1.450 -1.007  0.11
Br -2.976 -0.184 0.984  0.13

2.
C15H8N6O8Ru | ωB97M-V with the def2-TZVPD basis set

Multiplicity = 1
Frontier orbital gap (spin up / spin down) = 4.21 / 4.20 eV
E_HOMO (spin up / spin down) = -0.2986 / -0.2963 Ha
Net charge = 0
Energy above the lowest of the compared OMol25 structures with the same formula, charge and spin = 3.023 eV
E_tot = -43582.5144 eV
Molar mass = 501.3 g mol⁻¹

Each line ends with the Löwdin charge.
Positions of all 38 atoms, in Å:
Ru -0.210 -0.530 -0.174  1.59
O -1.136 -5.419 -3.658  0.11
C -0.900 -4.318 -2.923  -0.26
C -0.230 -3.204 -3.440  0.10
C -0.033 -2.134 -2.600  -0.14
N -0.466 -2.171 -1.347  0.00
C -1.124 -3.208 -0.838  -0.13
C -1.366 -4.323 -1.605  0.11
C -1.576 -2.963 0.595  -0.53
O -2.184 -3.805 1.207  0.12
O -1.276 -1.761 1.017  -0.12
C 0.606 -0.799 -2.942  -0.52
O 1.071 -0.581 -4.030  0.14
O 0.510 0.057 -1.948  -0.13
H -0.779 -5.315 -4.547  0.13
H 0.129 -3.156 -4.460  0.14
H -1.905 -5.165 -1.196  0.15
C -1.288 2.859 4.112  0.00
N -0.471 1.928 3.340  -0.03
C 0.610 1.313 3.879  -0.02
C 1.356 0.386 3.226  0.04
C 0.911 0.094 1.917  -0.47
O 1.349 -0.803 1.104  -0.06
N -0.117 0.759 1.366  0.01
C -0.911 1.655 2.029  -0.48
O -1.882 2.200 1.562  0.10
H -0.792 3.056 5.059  0.09
H -2.273 2.432 4.291  0.10
H -1.411 3.786 3.557  0.10
H 0.843 1.610 4.893  0.14
H 2.201 -0.106 3.675  0.12
O 1.745 2.000 -0.387  -0.02
N 1.297 3.083 -0.635  -0.05
C 1.699 3.957 -1.505  -0.30
C 2.854 3.712 -2.315  -0.18
N 3.780 3.519 -2.964  0.16
C 0.968 5.181 -1.608  -0.19
N 0.401 6.173 -1.706  0.15

3.
C23H40Cl3MnN4O3Si | ωB97M-V with the def2-TZVPD basis set

Multiplicity = 6
Frontier orbital gap (spin up / spin down) = 5.18 / 7.23 eV
<S²> = 8.76
E_HOMO (spin up / spin down) = -0.0958 / -0.1712 Ha
Net charge = -1
Energy above the lowest of the compared OMol25 structures with the same formula, charge and spin = 0.360 eV
E_tot = -113375.1353 eV
Molar mass = 610.0 g mol⁻¹

Each line ends with the Löwdin charge.
Positions of all 75 atoms, in Å:
C -1.535 -2.016 -3.604  -0.04
C -1.068 -3.029 -2.597  -0.23
H -1.256 -2.292 -4.634  0.06
H -1.121 -1.018 -3.380  0.05
H -2.635 -1.934 -3.562  0.09
C -0.628 -4.263 -2.870  -0.13
C -0.425 -4.844 -4.233  -0.12
H -0.371 -4.927 -2.049  0.10
H -0.633 -4.130 -5.033  0.05
H -1.064 -5.722 -4.394  0.06
H 0.610 -5.197 -4.351  0.06
Mn 0.042 0.239 -0.451  0.18
Cl -2.108 0.404 0.094  0.04
Cl 0.156 1.429 -2.440  0.09
H 0.651 4.491 3.127  0.08
H -1.422 5.511 2.093  0.08
C 0.995 4.194 2.133  -0.03
C -1.045 5.219 1.104  -0.05
N -0.150 4.078 1.232  -0.18
H 1.518 3.232 2.184  0.09
C -0.325 2.979 0.501  -0.32
O 0.478 2.012 0.562  -0.16
H -1.881 4.921 0.458  0.09
H -1.220 2.945 -0.141  0.09
H 1.681 4.972 1.779  0.09
H -0.515 6.070 0.651  0.09
H 1.452 -1.723 -3.380  0.09
H 2.464 -3.674 -2.034  0.09
C 2.307 -1.091 -3.089  -0.05
C 3.319 -2.990 -1.879  -0.06
N 2.865 -1.605 -1.843  -0.17
H 1.966 -0.056 -2.962  0.00
C 2.667 -0.998 -0.660  -0.29
O 2.069 0.092 -0.508  -0.13
H 3.816 -3.235 -0.929  0.08
H 3.081 -1.546 0.209  0.12
H 3.087 -1.154 -3.862  0.08
H 4.026 -3.115 -2.711  0.08
O -0.034 -1.590 -1.042  -0.34
C -1.070 -2.475 -1.178  -0.45
C 0.202 -3.992 0.425  -0.06
C -1.008 -3.503 -0.058  -0.17
H 1.133 -3.524 0.095  0.09
C 0.212 -5.051 1.334  -0.10
H -2.044 -1.961 -1.090  0.08
C -2.212 -3.925 0.498  -0.03
H 1.163 -5.518 1.608  0.09
C -1.006 -5.499 1.866  -0.12
C -2.224 -4.933 1.455  -0.10
H -3.126 -3.448 0.143  0.12
H -1.003 -6.317 2.594  0.08
H -3.183 -5.283 1.844  0.09
Si -0.337 4.130 -4.922  0.13
Cl -0.462 2.133 -5.558  0.24
C 1.496 4.536 -4.791  -0.23
C -1.541 4.199 -3.469  -0.25
C -0.872 5.530 -6.127  -0.23
H 2.048 3.694 -4.358  0.02
H 1.661 5.428 -4.174  0.03
H 1.918 4.752 -5.784  0.03
H -0.210 5.654 -7.002  0.02
H -0.804 6.460 -5.536  0.03
H -1.905 5.448 -6.495  0.02
H -1.327 3.360 -2.782  -0.06
H -2.566 4.058 -3.839  0.03
H -1.513 5.138 -2.901  0.02
N -0.361 -1.114 3.970  0.04
C 0.740 -1.920 3.730  -0.11
C 1.099 -1.707 2.417  -0.14
N 0.241 -0.789 1.856  0.05
C -0.626 -0.447 2.809  -0.20
H -0.893 -1.038 4.831  0.14
H 1.186 -2.552 4.475  0.09
H 1.922 -2.169 1.892  0.08
H -1.427 0.267 2.704  0.08

4.
C4H6O5 | ωB97M-V with the def2-TZVPD basis set

Multiplicity = 1
Frontier orbital gap = 10.03 eV
E_HOMO = -0.3617 Ha
Net charge = 0
Energy above the lowest of the compared OMol25 structures with the same formula, charge and spin = 3.832 eV
E_tot = -14479.8488 eV
Molar mass = 134.1 g mol⁻¹

Each line ends with the Löwdin charge.
Positions of all 15 atoms, in Å:
C 0.151 -0.138 -0.563  -0.51
C -0.457 -0.427 1.049  0.02
C -0.768 1.292 -0.558  -0.42
C 0.641 -1.382 1.065  -0.23
O 1.498 0.223 -0.682  0.04
O -0.249 -1.030 -1.476  0.00
O -0.101 2.326 0.026  0.09
O -1.802 1.475 -1.159  0.12
O 0.436 -2.588 0.627  -0.05
H 1.556 0.770 -1.483  0.13
H -0.069 -2.100 -0.829  0.25
H -0.660 3.118 -0.112  0.14
H -0.384 0.403 1.748  0.13
H -1.430 -0.916 0.993  0.14
H 1.637 -1.027 1.354  0.15

5.
C10H13BO5PS | ωB97M-V with the def2-TZVPD basis set

Multiplicity = 1
Frontier orbital gap = 3.59 eV
E_HOMO = -0.1293 Ha
Net charge = -1
E_tot = -41620.0637 eV
Molar mass = 287.1 g mol⁻¹

Each line ends with the Löwdin charge.
Positions of all 31 atoms, in Å:
C 0.000 -1.820 -4.119  -0.11
C 1.174 -1.017 -3.507  -0.13
B 0.808 0.300 -2.749  -0.47
O 1.444 1.441 -3.157  0.14
C -0.181 0.460 -1.502  -0.01
C 0.275 0.769 -0.271  -0.28
P 2.021 0.966 0.185  0.39
S 2.863 -0.711 0.698  0.15
C -0.654 0.938 0.892  -0.39
O -0.292 0.806 2.033  0.12
C -2.045 1.310 0.548  0.04
C -2.516 0.994 -0.656  0.02
C -1.663 0.260 -1.620  -0.33
O -2.165 -0.455 -2.463  0.12
H -0.809 -1.160 -4.421  0.06
H -0.396 -2.548 -3.416  0.07
H 0.351 -2.324 -5.020  0.07
H 1.840 -0.728 -4.326  0.10
H 1.774 -1.674 -2.870  0.11
H 1.062 2.234 -2.762  0.11
H 2.020 1.973 1.158  0.00
H 2.644 1.546 -0.924  -0.02
H -2.658 1.824 1.276  0.13
H -3.531 1.211 -0.970  0.12
C -0.457 -0.670 4.817  -0.07
C 0.150 -0.650 6.246  -0.81
O -0.443 -1.328 7.117  -0.12
O 1.175 0.059 6.377  -0.12
H -1.349 -1.300 4.781  0.05
H -0.722 0.343 4.522  0.04
H 0.279 -1.048 4.104  0.05

6.
C40H42Br2F6IN6O2P2SSe2Sr | ωB97M-V with the def2-TZVPD basis set

Multiplicity = 2
Frontier orbital gap (spin up / spin down) = 8.41 / 6.25 eV
<S²> = 0.75
E_HOMO (spin up / spin down) = -0.3028 / -0.3016 Ha
Net charge = 0
Energy above the lowest of the compared OMol25 structures with the same formula, charge and spin = 3.058 eV
E_tot = -380637.5767 eV
Molar mass = 1379.1 g mol⁻¹

Each line ends with the Löwdin charge.
Positions of all 105 atoms, in Å:
Sr -1.608 0.172 0.297  1.28
C -0.248 -4.456 7.162  -0.05
C -0.529 -3.836 5.817  -0.26
C 0.370 -2.945 5.239  -0.03
C 0.121 -2.376 3.997  -0.04
C -1.047 -2.712 3.330  -0.28
C -1.962 -3.614 3.880  -0.04
C -1.693 -4.168 5.117  -0.03
S -1.459 -1.916 1.822  0.53
O -2.045 -2.861 0.897  -0.29
O -2.329 -0.774 2.152  -0.49
N -0.113 -1.261 1.244  -0.30
C 0.818 -2.075 0.570  -0.40
C 0.851 -3.485 0.606  -0.01
C 1.792 -4.151 -0.151  -0.06
C 2.707 -3.435 -0.921  -0.07
C 2.644 -2.061 -0.859  -0.17
N 1.721 -1.401 -0.141  -0.01
H 0.525 -3.907 7.699  0.08
H 0.090 -5.488 7.046  0.09
H -1.149 -4.477 7.778  0.08
H 1.282 -2.687 5.767  0.12
H 0.820 -1.679 3.550  0.11
H -2.865 -3.869 3.335  0.12
H -2.396 -4.870 5.554  0.12
H 0.140 -4.035 1.205  0.10
H 1.815 -5.235 -0.143  0.11
H 3.451 -3.928 -1.534  0.10
H 3.351 -1.437 -1.398  0.08
Se 3.046 0.537 1.134  0.61
P 1.417 1.958 1.589  0.26
Se 0.026 2.480 0.016  0.32
C 0.653 1.462 3.173  -0.41
C 1.449 0.987 4.219  -0.11
C 0.871 0.670 5.439  -0.09
C -0.502 0.827 5.624  -0.07
C -1.288 1.319 4.598  -0.05
C -0.710 1.641 3.370  -0.12
C 2.246 3.512 2.079  -0.40
C 3.584 3.771 1.802  -0.11
C 4.156 4.981 2.188  -0.08
C 3.392 5.930 2.845  -0.08
C 2.050 5.677 3.115  -0.07
C 1.474 4.477 2.728  -0.08
H 2.516 0.869 4.076  0.08
H 1.489 0.295 6.246  0.11
H -0.955 0.564 6.574  0.11
H -2.354 1.459 4.737  0.12
H -1.332 2.045 2.579  0.07
H 4.181 3.035 1.277  0.06
H 5.200 5.174 1.973  0.10
H 3.835 6.873 3.139  0.10
H 1.450 6.418 3.629  0.11
H 0.421 4.297 2.915  0.11
F -3.042 1.646 -0.459  -0.44
P -4.558 1.975 0.268  0.17
F -4.844 0.392 0.109  -0.15
F -4.109 3.502 0.353  -0.13
F -5.123 2.235 -1.208  -0.13
F -5.960 2.240 0.945  -0.10
F -3.830 1.687 1.693  -0.17
Br 3.692 1.181 -6.177  0.71
C 4.695 0.695 -4.652  -0.74
C 5.973 0.190 -4.866  -0.14
C 6.761 -0.191 -3.790  -0.08
C 6.275 -0.058 -2.497  -0.08
C 5.000 0.449 -2.284  -0.19
C 4.196 0.820 -3.357  -0.75
I 2.288 1.511 -2.921  0.98
H 6.340 0.096 -5.880  0.10
H 7.753 -0.590 -3.968  0.11
H 6.884 -0.348 -1.649  0.11
H 4.617 0.560 -1.275  0.02
C -3.893 0.152 -3.141  -0.03
N -3.237 -1.074 -3.594  -0.11
C -3.898 -1.745 -4.696  -0.04
C -2.153 -1.558 -2.954  -0.43
N -1.593 -0.910 -1.982  0.05
N -1.588 -2.793 -3.380  -0.21
C -0.803 -2.786 -4.602  -0.07
C -2.318 -4.010 -3.072  -0.06
H -4.190 0.741 -4.009  0.10
H -3.228 0.735 -2.525  0.04
H -4.784 -0.081 -2.554  0.10
H -3.958 -1.070 -5.552  0.09
H -4.916 -2.027 -4.414  0.10
H -3.363 -2.634 -5.000  0.05
H -0.802 -1.481 -1.688  0.05
H -0.395 -1.789 -4.770  0.09
H -1.374 -3.083 -5.494  0.08
H 0.036 -3.479 -4.502  0.08
H -2.765 -3.925 -2.080  0.10
H -1.613 -4.844 -3.053  0.09
H -3.109 -4.260 -3.793  0.07
Br -1.590 5.784 -1.194  0.74
C -1.640 4.532 -2.619  -0.74
C -2.022 4.976 -3.880  -0.11
C -1.986 4.064 -4.919  -0.06
C -1.588 2.760 -4.666  -0.06
C -1.260 2.418 -3.367  -0.19
N -1.281 3.293 -2.351  -0.05
H -2.320 6.005 -4.031  0.10
H -2.262 4.373 -5.922  0.11
H -1.520 2.026 -5.461  0.11
H -0.963 1.405 -3.105  0.07

7.
C4H10NO6PS | ωB97M-V with the def2-TZVPD basis set

Multiplicity = 1
Frontier orbital gap = 7.61 eV
E_HOMO = -0.0612 Ha
Net charge = -2
Energy above the lowest of the compared OMol25 structures with the same formula, charge and spin = 1.245 eV
E_tot = -38210.3208 eV
Molar mass = 231.2 g mol⁻¹

Each line ends with the Löwdin charge.
Positions of all 23 atoms, in Å:
C -2.051 -0.107 0.602  -0.14
C -1.024 -0.508 -0.484  -0.25
C -0.153 0.708 -0.830  -0.33
C 2.194 -0.006 0.670  -0.20
N 0.598 1.086 0.357  -0.01
O 3.611 2.209 0.915  -0.40
O 3.165 1.304 -1.458  -0.38
O 1.924 -1.626 -1.428  -0.35
O 4.787 0.058 0.244  -0.30
O 1.295 -2.505 0.824  -0.40
O 3.596 -2.243 0.225  -0.38
P 3.492 1.073 -0.025  0.14
S 2.215 -1.715 -0.007  0.42
H -1.631 0.544 1.430  0.08
H -2.811 0.475 0.114  0.03
H -2.595 -0.906 1.009  0.02
H -1.582 -1.053 -1.421  0.15
H -0.448 -1.205 -0.076  -0.01
H 0.623 0.438 -1.606  0.09
H -0.667 1.690 -1.168  0.13
H 2.081 -0.084 1.687  0.04
H 4.241 -0.908 0.182  0.01
H 1.048 1.908 0.001  0.02